1.
Here is a structure of composition C6H3Cl2LaMnNO3S in a non-equilibrium geometry from the Open Molecules 2025 dataset. Energies are from ωB97M-V/def2-TZVPD.

Values from the calculation:
**E_tot**: -81913.7304 eV
**<S²>**: 6.371
**LUMO energy (alpha / beta)**: -18.70 / -16.54 eV
**Maximum force**: 0.2251 Eh/bohr
**HOMO-LUMO gap (alpha / beta)**: 0.135 / 0.217 Ha

```
! wB97M-V def2-TZVPD RIJCOSX def2/J DEFGRID3
* xyz 4 5
La 0.614 3.909 0.666
C -0.204 3.938 -1.573
C -0.389 -2.698 0.933
Mn 0.356 -0.830 -1.392
C -0.702 -1.866 -2.527
N 0.589 -1.902 0.301
O -1.267 -2.174 -3.499
Cl -0.714 2.497 2.192
O -2.251 5.673 0.152
H -1.338 -2.819 0.439
C -1.263 5.140 0.438
O -0.685 4.336 -2.546
H 2.659 -1.527 0.621
C -0.032 -3.260 2.125
C 1.753 -1.973 1.007
H -0.642 -3.851 2.799
S 1.651 -2.904 2.437
Cl 1.865 0.311 -2.572
*
```



2.
Here is a structure of composition C4H14N3S in a non-equilibrium geometry from the Open Molecules 2025 dataset. Energies are from ωB97M-V/def2-TZVPD.

Values from the calculation:
**E_tot**: -19675.4338 eV
**LUMO energy**: -2.70 eV
**Maximum force**: 0.0365 Eh/bohr
**HOMO-LUMO gap**: 0.377 Ha

```
! wB97M-V def2-TZVPD RIJCOSX def2/J DEFGRID3
* xyz 1 1
H 0.681 1.348 3.131
C 0.152 1.053 2.225
H -0.036 -0.576 -0.600
H 1.469 -0.536 -1.696
H -1.433 1.151 -0.890
H 0.431 -3.031 0.692
C -0.638 -2.814 0.741
C 0.216 1.000 -2.014
N 0.996 1.689 -2.878
H -1.011 -3.362 1.608
S -1.050 -1.054 0.798
H -0.290 -0.882 3.081
H -1.127 -3.187 -0.160
H 0.631 1.477 1.339
H 1.048 -0.867 1.952
H -0.849 1.504 2.254
C 0.052 -0.450 2.143
H -1.117 2.544 -1.833
H 1.792 1.233 -3.294
N 0.570 -0.137 -1.471
H 0.477 2.334 -3.449
N -0.964 1.562 -1.680
*
```



3.
Here is the molecule C6H11NOS in a non-equilibrium geometry from the Open Molecules 2025 dataset. Energies are from ωB97M-V/def2-TZVPD.

Values from the calculation:
**E_tot**: -20767.7098 eV
**LUMO energy**: 0.52 eV
**Maximum force**: 0.0781 Eh/bohr
**HOMO-LUMO gap**: 0.380 Ha

```
! wB97M-V def2-TZVPD RIJCOSX def2/J DEFGRID3
* xyz 0 1
H -1.109 2.126 0.841
H -0.162 2.923 -0.562
C -0.843 2.181 -0.186
H -1.711 -2.243 0.500
O 4.332 1.258 -0.246
H -1.772 2.190 -0.744
H -0.189 -2.122 -0.275
N 4.676 -1.238 -0.359
C 2.097 0.004 0.333
H 4.466 -0.297 1.495
H -0.361 0.768 -1.546
H -0.896 -0.303 1.251
H -2.256 0.171 0.233
H 4.787 -1.473 -1.320
S 3.922 -0.087 0.172
C -0.283 0.753 -0.445
C 1.002 0.422 -0.013
C -1.189 -1.671 -0.253
H -1.610 -1.789 -1.244
C -1.174 -0.271 0.191
*
```



4.
Here is the molecule C24H29FN6O4 in a non-equilibrium geometry from the Open Molecules 2025 dataset. Energies are from ωB97M-V/def2-TZVPD.

Values from the calculation:
**E_tot**: -45206.3891 eV
**LUMO energy**: 0.58 eV
**Maximum force**: 0.0269 Eh/bohr
**HOMO-LUMO gap**: 0.330 Ha

```
! wB97M-V def2-TZVPD RIJCOSX def2/J DEFGRID3
* xyz 0 1
H 4.561 -3.688 -0.141
H 0.595 2.936 1.529
H 0.817 2.104 -2.165
C -5.449 1.345 -0.487
H -0.948 -4.619 -1.349
H 2.744 -2.525 -1.345
H 2.890 3.228 0.843
C -4.354 0.920 0.224
C 5.172 -1.924 0.894
C -3.099 1.569 0.435
H 3.251 2.673 -1.588
C 0.142 1.947 1.569
C -5.835 -0.659 0.402
H -3.265 -3.739 -0.342
C 4.984 -0.571 1.107
C -0.765 -2.466 -1.241
C 2.394 3.270 -1.270
H 0.509 -4.082 -0.505
H -6.193 -2.090 1.929
O -4.592 -0.297 0.764
H 0.067 1.600 2.604
C -6.406 0.318 -0.369
C -2.072 -1.950 -0.597
H 0.627 -1.551 0.064
N 1.388 1.164 -0.421
C 3.129 -0.625 -0.433
C 3.358 -1.978 -0.647
O 3.968 4.659 -0.023
H -1.569 -4.887 0.988
H -3.160 -2.741 1.119
H -5.826 -2.784 0.353
C 0.949 0.874 0.814
N -1.176 2.033 1.018
H -0.826 -2.476 -2.332
N -1.605 3.059 0.320
C 4.378 -2.637 0.016
H 3.821 1.131 0.588
C 2.749 3.966 0.048
C -6.351 -1.974 0.859
H 5.629 -0.037 1.786
C 2.050 0.106 -1.197
H -2.789 -1.622 -1.348
O 1.136 -0.204 1.351
H 2.524 0.596 -2.055
H 3.911 5.332 -0.710
C 1.143 2.391 -1.161
H 2.211 4.028 -2.035
H 0.336 2.967 -0.709
N -2.803 2.796 -0.054
C -1.352 -3.880 0.636
H -5.534 2.271 -1.016
O 0.655 -0.720 -2.973
C 3.965 0.073 0.432
H 1.934 4.645 0.339
N -2.068 1.073 1.118
F 6.165 -2.560 1.548
N 0.353 -1.608 -0.911
H -0.809 -3.347 1.417
H -7.387 0.302 -0.796
C -2.608 -3.103 0.254
H -7.412 -2.050 0.640
H -1.845 -1.098 0.046
C 0.946 -0.801 -1.796
C -0.548 -3.873 -0.661
*
```



5.
Here is the molecule C4H6N2S in a non-equilibrium geometry from the Open Molecules 2025 dataset. Energies are from ωB97M-V/def2-TZVPD.

Values from the calculation:
**E_tot**: -18059.2111 eV
**LUMO energy**: 0.71 eV
**Maximum force**: 0.1006 Eh/bohr
**HOMO-LUMO gap**: 0.348 Ha

```
! wB97M-V def2-TZVPD RIJCOSX def2/J DEFGRID3
* xyz 0 1
C -0.323 0.316 -0.077
H 1.536 2.216 -1.844
H 0.069 0.925 1.981
C 0.896 2.086 0.343
H 1.244 2.884 1.055
N 0.080 1.131 0.928
H -2.210 -1.129 -0.752
S -0.807 -2.503 0.552
C -1.573 -0.867 0.202
H -0.972 -3.311 -0.617
H -2.164 -0.525 1.036
C 1.011 1.733 -0.977
N 0.229 0.591 -1.183
*
```



6.
Here is a structure of composition C16H32BNaO12 in a non-equilibrium geometry from the Open Molecules 2025 dataset. Energies are from ωB97M-V/def2-TZVPD.

Values from the calculation:
**E_tot**: -46776.2086 eV
**LUMO energy**: -3.02 eV
**Maximum force**: 0.1003 Eh/bohr
**HOMO-LUMO gap**: 0.197 Ha

```
! wB97M-V def2-TZVPD RIJCOSX def2/J DEFGRID3
* xyz 0 1
H -5.376 4.090 -4.301
H -5.449 -0.017 -0.055
H -2.896 5.287 -5.231
C -3.406 3.971 -3.580
O 6.064 -2.086 -0.481
H 1.377 1.162 6.577
H 2.994 1.408 2.964
H -5.726 3.268 1.614
H -0.667 -5.659 -1.164
O 6.328 -0.469 -3.542
C 2.727 1.615 4.000
C -6.268 1.129 1.294
O -5.198 0.740 0.480
C 5.519 -1.251 -1.319
O 7.657 -1.689 -2.069
C -3.122 5.340 -4.166
H -3.951 6.045 -4.111
C 8.459 -4.245 -0.057
C 0.902 1.792 5.826
H 1.605 -6.426 -1.591
H -7.333 2.197 -0.392
O -0.451 -3.753 -1.378
H 0.995 0.357 4.134
H 0.801 3.132 3.642
H 1.027 2.857 6.026
O -2.288 3.220 -3.698
H 1.379 -3.916 0.665
H -1.347 -3.981 -1.634
O 4.399 -0.769 -1.171
C 0.139 -4.965 -0.927
H -0.167 1.693 6.011
C 0.624 -4.691 0.532
C 1.250 -5.426 -1.840
H -7.974 0.515 0.097
C -5.798 2.313 2.133
H -4.846 2.113 2.625
H -2.020 2.968 -4.584
O 9.463 -3.021 1.802
H 0.978 -5.343 -2.892
O 9.020 -5.355 0.141
H -4.454 3.135 -5.326
H -8.249 1.988 1.002
C 8.771 -3.020 0.841
H 3.480 1.079 4.577
H -0.231 -4.418 1.149
O 7.731 -3.844 -1.037
Na -0.666 0.528 -0.581
H -6.577 2.460 2.882
H -6.541 0.273 1.910
H 2.038 -4.723 -1.569
H -4.917 2.381 -3.814
H 3.039 2.660 4.020
B 7.426 -2.389 -0.813
O 0.551 2.227 3.444
C -7.518 1.460 0.390
H 1.074 -5.612 0.903
H -2.243 5.838 -3.757
H -3.586 4.122 -2.516
C 1.235 1.401 4.339
O 8.255 -1.952 0.292
C -4.603 3.324 -4.263
C 6.562 -1.069 -2.451
*
```



7.
Here is a structure of composition C26H50Cl2EuN3O5Si in a non-equilibrium geometry from the Open Molecules 2025 dataset. Energies are from ωB97M-V/def2-TZVPD.

Values from the calculation:
**E_tot**: -94736.8905 eV
**<S²>**: 15.760
**LUMO energy (alpha / beta)**: 2.29 / 2.29 eV
**Maximum force**: 0.1007 Eh/bohr
**HOMO-LUMO gap (alpha / beta)**: 0.151 / 0.199 Ha

```
! wB97M-V def2-TZVPD RIJCOSX def2/J DEFGRID3
* xyz -1 8
N -1.325 -5.406 -2.718
H -1.669 -0.641 1.849
Si 3.812 0.671 -1.279
C -0.155 -6.118 -3.222
H 0.930 2.867 0.308
C -2.570 -0.256 1.333
H 2.933 -0.201 -3.339
C -0.808 2.244 -1.435
H 5.484 4.272 1.746
H 1.399 -4.176 0.625
H 4.020 6.125 1.135
C 3.100 1.838 1.190
H 2.075 -2.819 1.588
C 2.768 0.739 -2.802
H -1.365 4.561 -0.499
H -0.336 -7.203 -3.261
H -2.575 -0.570 3.880
O -2.167 -3.796 -1.310
H 1.666 0.772 -2.629
C 3.773 -1.302 -1.216
H 0.253 0.796 4.742
H -2.220 -4.804 -4.541
H 0.604 -1.470 3.059
H 1.102 4.455 -3.003
H -4.885 1.721 1.761
H 5.687 2.519 1.728
H 1.858 -4.450 2.342
C -0.507 4.687 -1.167
O -0.619 1.150 -1.984
H 0.811 2.745 -3.475
H 2.344 0.332 3.314
H 0.858 -2.893 4.073
C -4.809 0.638 1.597
H 0.308 5.191 -0.621
O 2.951 1.494 -0.204
H 4.792 -1.488 -1.604
H 5.546 3.409 0.214
C 3.528 5.656 2.013
Eu -1.016 -1.691 -0.910
H -2.774 -6.369 -3.902
H -1.154 3.464 1.657
C -3.400 0.106 3.597
C 0.021 -3.329 2.121
Cl 0.891 -0.955 0.417
H 6.046 0.302 -1.658
H -1.350 2.552 3.972
C -0.412 2.781 2.034
H -3.289 -4.818 -3.083
H 1.855 4.293 1.724
H -4.338 -0.235 4.060
N -3.560 0.110 2.142
C -2.488 -5.344 -3.615
H 0.700 -5.903 -2.572
C 1.433 -3.723 1.627
C 1.734 1.739 1.846
H 3.152 1.570 -3.406
C 1.021 3.423 -2.642
C 5.192 3.354 1.243
H -5.645 0.184 2.137
C 0.402 1.303 3.779
H 3.634 -1.790 -0.245
C 3.710 3.248 1.379
H 1.987 3.178 -2.174
C 2.949 4.330 1.647
H 3.036 -1.728 -1.916
H 2.741 6.323 2.400
H 0.104 -5.821 -4.250
C -1.223 -4.531 -1.704
H 3.797 1.101 1.649
H 4.270 5.524 2.825
C 5.558 0.731 -0.775
C 0.183 -2.440 3.341
H -1.608 2.399 -0.678
H -0.472 -4.264 2.452
H 5.955 1.724 -0.561
O -0.870 -2.838 1.158
C 0.711 2.469 1.284
N -0.052 3.376 -1.643
C -0.534 2.239 3.311
H 5.677 0.077 0.110
H -3.175 1.127 3.950
H -0.775 -2.267 3.825
Cl 0.370 -2.402 -3.165
C 1.549 1.028 3.027
H -0.797 5.331 -2.015
H -0.221 -4.490 -1.208
O -2.636 -0.205 0.075
H -4.874 0.418 0.528
*
```



8.
Here is a cluster of 2 separate species, C2H2Br2 in total in a non-equilibrium geometry from the Open Molecules 2025 dataset. Energies are from ωB97M-V/def2-TZVPD.

Values from the calculation:
**E_tot**: -142188.6384 eV
**LUMO energy**: 0.67 eV
**Maximum force**: 0.0632 Eh/bohr
**HOMO-LUMO gap**: 0.397 Ha

```
! wB97M-V def2-TZVPD RIJCOSX def2/J DEFGRID3
* xyz 0 1
H 0.398 0.875 2.722
C -0.281 -0.842 -1.438
C 0.726 -0.229 -1.325
H 1.737 0.056 -1.025
Br -1.932 -1.539 -1.702
Br -0.649 1.680 2.768
*
```



9.
Here is a cluster of 8 separate species, C37H96BF7N6O15S in total in a non-equilibrium geometry from the Open Molecules 2025 dataset. Energies are from ωB97M-V/def2-TZVPD.

Values from the calculation:
**E_tot**: -110080.9096 eV
**LUMO energy**: -5.85 eV
**Maximum force**: 0.0673 Eh/bohr
**HOMO-LUMO gap**: 0.371 Ha

```
! wB97M-V def2-TZVPD RIJCOSX def2/J DEFGRID3
* xyz 4 1
S 0.150 -2.307 -3.457
H 0.084 7.562 5.613
H 9.166 -1.148 -5.551
H -3.439 -0.351 -2.748
H -6.444 0.296 -8.076
C -9.404 -0.268 2.669
H 9.313 -5.922 4.366
H -3.369 1.430 -6.881
H -1.681 7.571 5.836
H 9.611 -3.410 4.473
C 2.573 -4.106 -0.864
H 6.584 -3.269 5.528
C -9.245 0.414 3.991
H 6.579 -1.217 -3.221
H -4.993 -0.547 -3.538
H -7.111 -1.183 3.609
H -1.662 8.268 1.421
C 0.121 -3.215 -5.115
H 3.332 -2.379 3.240
H -11.338 -1.556 1.505
H -0.471 9.943 2.762
H 0.615 -5.245 0.403
H -0.412 10.233 1.157
C 1.557 11.332 2.583
H 1.087 11.974 1.865
O 3.298 -4.964 -0.048
C -6.263 0.061 5.292
H 1.764 -2.058 -0.848
H -4.856 0.441 7.636
H 8.936 0.067 -4.276
H -8.752 -0.313 5.867
H -1.275 -5.771 1.667
C 3.525 -6.261 -0.559
H 8.663 -2.971 6.037
H -0.176 7.938 0.610
H 3.901 -6.249 -1.604
H -4.598 1.307 -4.180
O 1.459 -1.795 -3.235
H 2.512 -0.566 -5.703
H -8.447 -0.221 2.131
N 4.577 -0.530 -5.855
H 8.125 -6.494 5.542
H 1.142 -4.484 1.880
H -2.333 -4.368 -1.172
H -6.119 2.098 -7.948
H 3.244 -2.021 -6.322
H -6.305 1.147 8.420
F 0.331 -2.476 -6.177
H 2.384 2.068 -8.923
C -4.152 1.646 -6.118
H 1.805 9.289 2.906
O -5.316 0.933 -6.413
C -2.637 -4.785 -0.262
H 8.095 -1.290 4.340
H -7.002 -1.989 5.265
C 3.321 0.138 4.741
C 4.243 -1.914 3.666
C 1.167 12.578 4.502
H 4.296 -6.699 0.044
H 1.042 12.389 5.590
H -3.709 -4.951 -0.194
H 3.377 -0.884 -8.617
H 0.285 -2.322 1.033
H 5.327 -0.729 -6.566
H -4.170 -2.866 -2.679
N -0.080 9.635 1.917
F -0.690 -0.811 1.314
H -4.816 -4.668 -3.838
O 7.294 -0.871 -5.182
H -4.313 2.728 -6.171
H 1.740 -4.688 -1.330
F -0.895 -0.530 3.540
H -8.696 1.292 3.939
H 1.902 9.723 1.188
H -9.360 -1.435 4.879
H 3.035 0.476 5.731
C -4.298 -4.311 -4.723
H -1.221 -4.324 2.643
H -5.242 -0.270 5.052
C 7.652 -2.310 4.228
C 6.299 -0.712 -4.188
C 8.626 -0.903 -4.652
H 8.752 -1.775 -4.008
H 9.320 -5.283 6.040
C -5.711 1.106 -7.758
C 4.980 -1.246 -4.595
O 3.919 -1.150 4.839
H 5.930 -1.718 5.434
H -2.832 1.722 -4.372
H -2.634 -2.519 -3.624
C 8.709 -5.611 5.205
N 0.518 -3.142 0.370
C -3.932 -0.877 -3.538
H -5.552 1.963 7.035
H 5.573 -3.648 3.315
H -2.167 -5.803 -0.271
H -0.748 6.324 2.518
C -3.725 -2.377 -3.583
H -0.927 6.221 5.045
H 2.518 -2.563 0.644
H 3.826 1.392 -9.833
H -10.251 0.625 4.395
H 2.119 13.002 4.171
O 7.857 -4.498 4.893
C 3.488 1.874 -8.899
O -4.283 -2.883 -4.768
H -4.906 0.964 -8.545
H -3.262 -4.698 -4.662
H -2.402 -0.531 -4.784
N 6.315 -2.514 4.864
H 7.533 -2.575 3.181
H 3.955 0.918 4.251
F 1.022 -4.146 -5.114
H -10.094 0.280 2.004
C -10.440 -2.147 1.769
H 4.745 0.462 -5.791
O -0.235 -3.348 -2.528
H 3.177 -3.703 -1.710
C 3.286 -0.941 -6.406
H 0.399 13.321 4.168
C 8.544 -3.284 4.951
C -0.871 7.352 5.143
C -3.697 1.191 -4.775
C -1.029 -4.689 1.642
O 1.029 11.353 3.853
C -7.195 -1.032 4.699
H 4.108 2.746 -8.698
F 0.981 -1.512 2.499
H 2.473 0.062 4.073
H -4.771 -4.703 -5.647
H -9.798 -2.205 0.902
H -0.173 -3.114 -0.412
H 4.647 -3.703 4.860
H 6.278 0.328 -3.941
C 0.375 -4.442 1.097
O 3.743 0.944 -7.831
H 0.801 7.233 2.962
N -8.680 -0.665 4.928
O -6.648 0.155 6.617
C -5.823 0.936 7.463
C 5.154 -3.074 4.097
O -0.871 -1.301 -3.776
H 4.663 -1.312 2.903
O -9.793 -1.610 2.897
F -1.114 -3.747 -5.215
H 5.100 -2.289 -4.863
H -10.692 -3.164 1.997
B -0.006 -0.473 2.455
H 4.154 -1.024 -3.902
N -3.390 -0.256 -4.781
C -0.315 7.302 2.787
H 2.654 11.545 2.607
H -6.394 1.018 4.765
F 0.634 0.719 2.335
C 3.009 -0.287 -7.784
C 1.393 9.930 2.127
C -0.562 8.220 1.611
H 2.551 -6.811 -0.566
H -3.901 -0.679 -5.547
O -2.128 -4.066 0.888
O -0.977 7.990 3.860
C 1.904 -2.894 -0.192
H 1.946 -0.214 -7.831
*
```



10.
Here is the molecule C3H9OPS in a non-equilibrium geometry from the Open Molecules 2025 dataset. Energies are from ωB97M-V/def2-TZVPD.

Values from the calculation:
**E_tot**: -25427.7722 eV
**LUMO energy**: 0.77 eV
**Maximum force**: 0.0454 Eh/bohr
**HOMO-LUMO gap**: 0.365 Ha

```
! wB97M-V def2-TZVPD RIJCOSX def2/J DEFGRID3
* xyz 0 1
H -2.435 1.724 -0.010
C 0.645 -1.196 0.412
C 0.996 0.120 -0.234
H -1.771 0.364 -0.952
H -0.316 -1.546 0.042
H 0.095 2.210 -0.931
H -2.003 0.226 0.815
S 2.769 0.560 0.074
P -0.043 1.581 0.303
C -1.730 0.893 -0.002
H 0.579 -1.060 1.492
H 2.736 0.423 1.398
H 1.401 -1.950 0.198
O 0.937 0.030 -1.757
H 1.579 -0.634 -2.029
*
```